86
Properties=species:S:1:pos:R:3:mulliken_charge:R:1 method="wB97M-V/def2-TZVPD" e_above_lowest_kj_mol=0.00 fmax_ha_per_bohr=0.0443 gap_ev=5.33 lumo_ev=-4.4730 total_charge=+1
C -4.24 0.56 4.59 -1.174
S -4.15 0.10 2.84 0.579
C -4.89 1.61 2.15 -1.067
C -2.52 0.21 2.37 -0.853
C -1.66 -0.79 2.93 0.795
C -0.18 -0.52 3.09 0.341
C 0.37 0.77 3.12 -0.447
C 1.74 0.97 3.35 -0.753
C 2.58 -0.14 3.53 0.023
Br 4.42 0.10 3.88 -0.157
C 2.05 -1.44 3.51 -0.638
C 0.67 -1.62 3.33 -0.345
O -2.12 -1.89 3.30 -0.832
H -5.27 0.33 4.89 0.426
H -3.54 -0.05 5.17 0.354
H -4.04 1.63 4.70 0.371
H -5.93 1.33 1.92 0.339
H -4.87 2.39 2.92 0.496
H -4.36 1.92 1.25 0.313
H -2.16 1.14 1.95 0.577
H -0.31 1.61 3.00 0.328
H 2.15 1.97 3.42 0.446
H 2.69 -2.30 3.67 0.456
H 0.24 -2.61 3.43 0.636
C 4.83 -4.75 -4.55 -0.727
O 5.18 -3.39 -4.87 -0.415
C 4.22 -2.43 -4.81 0.681
C 2.87 -2.64 -4.50 -0.812
C 2.14 -1.62 -3.90 -0.132
C 0.83 -1.91 -3.21 -0.882
C 0.99 -1.96 -1.69 0.021
C 1.92 -3.11 -1.27 -0.112
O 3.14 -3.17 -1.39 -0.700
N 1.13 -4.06 -0.67 0.534
C 1.68 -5.30 -0.19 -1.091
C -0.27 -3.70 -0.53 0.126
C -1.13 -4.51 -1.51 -1.504
C -0.75 -3.93 0.90 -1.593
N -0.22 -2.28 -0.92 0.678
C -1.20 -1.38 -0.72 -0.398
C -2.50 -1.67 -0.34 0.378
C -3.43 -0.67 -0.08 -1.077
C -4.86 -0.95 0.01 0.076
C -5.81 -0.05 -0.52 -0.339
C -7.17 -0.32 -0.43 -0.662
C -7.62 -1.50 0.17 -0.418
C -6.69 -2.41 0.69 -0.862
C -5.32 -2.14 0.62 -0.036
C 2.64 -0.32 -3.90 -0.611
C 3.94 -0.05 -4.35 0.618
O 4.61 1.12 -4.22 -0.423
C 3.86 2.32 -3.92 -0.861
C 4.71 -1.11 -4.88 0.722
O 6.01 -0.89 -5.24 -0.520
C 7.02 -0.87 -4.18 -0.551
H 5.78 -5.29 -4.57 0.275
H 4.37 -4.81 -3.55 0.228
H 4.15 -5.15 -5.30 0.323
H 2.44 -3.65 -4.58 0.341
H 0.08 -1.14 -3.44 0.445
H 0.44 -2.89 -3.55 0.260
H 1.43 -1.02 -1.33 0.697
H 2.73 -5.37 -0.50 0.357
H 1.62 -5.34 0.91 0.284
H 1.12 -6.15 -0.60 0.343
H -0.61 -4.62 -2.47 0.390
H -1.30 -5.51 -1.08 0.494
H -2.10 -4.03 -1.67 0.237
H -0.05 -3.48 1.62 0.263
H -1.73 -3.48 1.08 0.371
H -0.83 -5.01 1.08 0.479
H -0.93 -0.34 -0.95 0.525
H -2.84 -2.71 -0.30 0.702
H -3.12 0.36 -0.21 0.557
H -5.45 0.85 -1.03 0.415
H -7.89 0.39 -0.84 0.409
H -8.69 -1.72 0.24 0.415
H -7.03 -3.34 1.16 0.410
H -4.59 -2.84 1.04 0.449
H 2.03 0.49 -3.49 0.401
H 4.60 3.12 -3.96 0.259
H 3.08 2.49 -4.67 0.341
H 3.41 2.26 -2.92 0.302
H 7.96 -0.70 -4.71 0.268
H 6.81 -0.05 -3.49 0.231
H 7.03 -1.84 -3.66 0.210